3 unconnected molecules or ions with the total composition C24H58B3N2O11S, computed with ωB97M-V with the def2-TZVPD basis set.

The geometry in XYZ format:
```
99
Properties=species:S:1:pos:R:3:forces:R:3
C -4.94267 -5.16797 1.70471 -0.1 0.0 0.0
O -4.19552 -4.79929 0.57188 0.1 -0.1 0.0
C -3.51228 -3.56934 0.75345 -0.1 0.0 0.0
C -2.67598 -3.26941 -0.48699 0.0 0.0 0.0
C -1.29436 -2.65444 -0.18724 0.0 0.0 0.0
C -1.05218 -1.28073 -0.82484 0.0 0.0 0.1
C -0.05555 -0.42111 -0.05433 0.1 -0.1 -0.1
C 0.08488 0.98655 -0.62733 0.0 0.1 0.2
C 1.29917 1.70870 -0.05560 0.0 0.0 0.0
C 1.69875 3.06158 -0.64257 0.1 0.1 0.1
C 1.56250 3.18837 -2.17841 -0.2 0.0 0.0
B 0.18651 3.95191 -2.41834 0.1 0.1 0.1
O -1.03658 3.42571 -2.04096 0.2 -0.4 -0.1
O 0.20521 5.17996 -3.06759 -0.4 0.2 0.5
O 0.96064 4.13695 -0.07628 0.0 0.0 -0.1
B 1.83837 5.36159 -0.09212 -0.2 0.0 -0.3
O 3.19709 4.80506 -0.46121 0.0 0.1 0.4
C 3.15340 3.45109 -0.23809 0.0 0.1 -0.5
S 3.32653 3.17186 1.63406 0.2 -0.1 0.1
C 4.26819 2.75144 -1.04518 -0.1 0.1 0.0
B 5.61311 2.53129 -0.26469 -0.2 -0.1 0.1
O 6.66652 3.37658 -0.49448 0.0 0.1 0.0
O 5.79458 1.44258 0.58755 0.6 0.1 0.1
H -5.20784 -6.21998 1.60345 0.0 0.0 0.0
H -5.86478 -4.57915 1.79339 0.0 0.0 0.0
H -4.36235 -5.04379 2.62711 0.0 0.0 0.0
H -2.87376 -3.63633 1.64512 0.0 -0.1 0.0
H -4.24828 -2.77466 0.94109 0.1 0.0 0.0
H -3.23115 -2.59647 -1.14393 0.0 -0.1 0.0
H -2.57207 -4.21406 -1.02372 0.0 0.0 0.0
H -0.51503 -3.34356 -0.52264 0.0 0.0 0.1
H -1.15678 -2.56441 0.89524 -0.1 0.0 0.0
H -2.00382 -0.74679 -0.91896 0.0 0.0 0.0
H -0.66412 -1.41582 -1.83962 -0.2 0.1 -0.1
H -0.35085 -0.36996 1.00033 0.0 0.0 0.0
H 0.92446 -0.91571 -0.07025 0.0 0.0 0.0
H -0.81384 1.55958 -0.39821 0.0 0.0 -0.1
H 0.14518 0.92985 -1.71727 0.0 0.0 0.0
H 2.16608 1.04174 -0.15772 0.0 0.0 0.0
H 1.13574 1.86815 1.01485 0.1 0.0 0.0
H 1.67650 2.25640 -2.74013 0.0 -0.1 0.1
H 2.34368 3.87291 -2.51377 0.0 -0.1 -0.1
H -1.50234 4.05082 -1.48180 -0.2 0.2 -0.2
H 0.74868 5.79022 -2.54055 0.3 -0.1 -0.1
H 1.81598 5.95213 0.97526 0.0 -0.1 0.0
H 1.49789 6.15535 -1.00477 0.1 0.0 0.1
H 4.18991 4.19389 1.73323 -0.1 0.0 0.0
H 3.91753 1.77814 -1.40456 -0.1 0.0 0.1
H 4.42659 3.38677 -1.91875 0.0 -0.1 0.0
H 7.38956 3.19528 0.11473 0.1 -0.1 -0.1
H 5.40867 1.58909 1.45738 -0.4 -0.1 -0.1
C 7.24179 7.62393 -4.28157 0.0 0.0 0.0
O 6.33061 6.57736 -4.50659 0.0 0.1 0.0
C 5.72365 6.05741 -3.31751 0.0 -0.1 0.0
C 4.25147 6.38514 -3.24607 0.0 0.0 0.0
N 4.05257 7.81822 -3.07440 0.1 0.0 -0.1
C 2.66852 8.26756 -3.12961 0.0 0.0 0.1
C 1.88808 8.03329 -4.41689 0.0 0.0 0.0
O 2.35539 8.79043 -5.53002 0.1 0.0 0.0
C 3.40527 8.19537 -6.26022 0.0 0.0 0.0
H 7.74257 7.82876 -5.22811 0.0 0.0 0.0
H 6.75310 8.54335 -3.93664 0.0 0.0 0.0
H 7.99788 7.34684 -3.53759 0.0 0.0 0.0
H 6.23967 6.44632 -2.43475 0.0 0.0 0.0
H 5.85074 4.97248 -3.33022 0.0 0.0 0.0
H 3.83603 5.83815 -2.39369 -0.1 0.1 0.0
H 3.77322 5.99422 -4.15742 0.0 0.0 0.0
H 4.59192 8.30762 -3.77719 0.0 0.0 0.0
H 2.66023 9.34235 -2.92576 0.0 0.0 0.0
H 2.12787 7.78431 -2.31020 0.0 0.0 0.0
H 0.86000 8.36033 -4.24548 0.0 0.0 0.0
H 1.84428 6.97147 -4.68315 0.0 0.0 0.0
H 3.32187 7.10407 -6.26554 0.0 0.0 0.0
H 4.39427 8.45508 -5.86936 0.0 0.0 0.0
H 3.33829 8.55711 -7.28764 0.0 0.0 0.0
C -4.25203 -9.84133 2.18372 0.0 0.0 0.0
O -3.80732 -10.15637 3.48656 -0.1 0.0 0.0
C -3.17598 -9.08202 4.17235 0.1 0.0 0.0
C -4.01321 -8.61332 5.34277 0.0 0.0 0.0
N -5.23786 -7.98321 4.88127 -0.1 -0.1 0.0
C -6.19722 -7.64384 5.92251 0.0 0.1 0.0
C -6.79563 -8.78061 6.74435 0.0 0.0 0.1
O -7.64757 -9.64125 6.01061 0.0 0.0 0.0
C -7.00717 -10.69882 5.32622 0.0 0.0 0.0
H -4.56828 -10.77352 1.71881 0.0 0.0 0.0
H -5.09748 -9.14366 2.18586 0.0 0.0 0.0
H -3.45046 -9.40091 1.58240 0.0 0.0 0.0
H -2.99161 -8.25134 3.48396 0.0 0.0 0.0
H -2.21216 -9.44043 4.54317 0.0 0.0 0.0
H -3.43153 -7.88193 5.91350 0.0 0.0 0.0
H -4.18784 -9.47753 5.99985 0.0 0.0 0.0
H -5.68423 -8.58276 4.19953 0.0 0.0 0.0
H -7.02299 -7.10589 5.45071 0.0 0.0 0.0
H -5.71808 -6.94260 6.61483 0.0 0.0 0.0
H -7.42042 -8.33199 7.52045 0.0 0.0 0.0
H -6.02084 -9.36906 7.25166 0.0 0.0 0.0
H -6.12643 -11.05340 5.87084 0.0 0.0 0.0
H -6.69361 -10.41875 4.31639 0.0 0.0 0.0
H -7.72325 -11.51639 5.24624 0.0 0.0 0.0
```
Forces are in eV/Å.

Summary:
Kohn-Sham gap = 0.252 Ha
charge = -1
highest occupied orbital energy = -5.03 eV
spin multiplicity = 1

Atom-resolved charges from Löwdin, all expressed in e: -0.1273, -0.1984, -0.2428, -0.1648, -0.2039, -0.2216, -0.2236, -0.1960, -0.1349, -0.4659, 0.0185, -0.6567, 0.1388, 0.1149, -0.0598, -0.5423, -0.1129, -0.6694, 0.8546, -0.0250, -0.7095, 0.1643, 0.0873, 0.0746, 0.0863, 0.0830, 0.1130, 0.1253, 0.1056, 0.1099, 0.1086, 0.0979, 0.1130, 0.1151, 0.1154, 0.1158, 0.1168, 0.1119, 0.1202, 0.1025, 0.1149, 0.1024, 0.1077, 0.0462, 0.0643, 0.0667, -0.0884, 0.1174, 0.1034, 0.0993, 0.0454, -0.1365, -0.1963, -0.1967, -0.1998, -0.0363, -0.1945, -0.2169, -0.1856, -0.1161, 0.0818, 0.0785, 0.0842, 0.1252, 0.1177, 0.1080, 0.1124, 0.0697, 0.1168, 0.0934, 0.1226, 0.1057, 0.0866, 0.0710, 0.0813, -0.1152, -0.1954, -0.2140, -0.2186, -0.0500, -0.2015, -0.2275, -0.1797, -0.1038, 0.0871, 0.0748, 0.0899, 0.1206, 0.1216, 0.1247, 0.1062, 0.0732, 0.1191, 0.1180, 0.1200, 0.1096, 0.0876, 0.0728, 0.0865


A molecular structure, C42H42N2OP2SV, computed with ωB97M-V with the def2-TZVPD basis set.

The geometry in XYZ format:
```
91
Properties=species:S:1:pos:R:3:forces:R:3
V -0.05820 -0.04079 -0.25262 0.2 -0.4 -0.8
O -0.72467 0.29023 2.76781 0.2 0.3 -0.3
S -0.16458 1.12687 1.69693 -0.3 0.3 1.3
C 1.44656 1.75645 2.06498 0.0 0.1 -0.1
C 1.79779 2.06218 3.36995 0.0 0.0 0.0
C 2.99883 2.72657 3.57459 0.1 0.0 0.0
C 3.79966 3.08835 2.49320 0.0 0.0 0.1
C 3.44321 2.74566 1.19460 0.0 0.0 0.0
C 2.26210 2.04719 0.96642 0.0 -0.1 0.1
P 1.81781 1.43128 -0.68524 0.4 0.6 -0.1
C 1.87804 2.87294 -1.76722 0.0 0.0 0.0
C 1.13025 3.98954 -1.38142 0.0 0.0 0.0
C 1.20054 5.15610 -2.12190 0.0 0.0 0.0
C 2.01374 5.21353 -3.24994 0.0 0.0 0.0
C 2.75205 4.10477 -3.63623 0.0 0.0 0.0
C 2.68892 2.92930 -2.89741 0.0 0.0 0.0
C 3.06643 0.22927 -1.18838 -0.1 -0.1 0.0
C 4.17226 -0.10084 -0.40597 0.0 0.0 0.0
C 5.11589 -0.99434 -0.89779 0.0 0.0 0.0
C 4.95918 -1.55666 -2.15784 0.0 0.0 0.0
C 3.84117 -1.25336 -2.92895 0.0 0.0 0.0
C 2.88826 -0.37500 -2.44167 0.0 0.0 0.0
C -1.12180 2.59531 1.41002 0.0 0.0 0.0
C -1.12718 3.60734 2.36279 0.0 -0.1 0.0
C -1.97578 4.68433 2.17561 -0.1 0.1 0.0
C -2.81183 4.74004 1.06215 0.0 0.0 0.1
C -2.80070 3.72452 0.11776 0.0 0.0 0.0
C -1.93750 2.64323 0.27156 0.0 -0.1 0.1
P -1.92747 1.26867 -0.90777 -0.7 0.4 -0.1
C -1.39460 1.77382 -2.54344 0.0 0.0 -0.1
C -0.71914 0.79199 -3.27582 -0.1 0.1 -0.1
C -0.26937 1.05499 -4.55964 0.0 0.0 0.0
C -0.48541 2.31350 -5.10931 0.0 0.0 0.0
C -1.15151 3.29427 -4.38462 0.0 0.0 0.0
C -1.61179 3.02894 -3.10256 0.1 0.0 0.0
C -3.61969 0.66627 -0.98923 0.1 0.0 0.1
C -4.28792 0.39200 0.20860 0.0 0.0 0.0
C -5.60701 -0.02425 0.17142 0.0 0.0 0.0
C -6.25501 -0.16870 -1.05238 0.0 0.0 0.0
C -5.58490 0.08835 -2.24041 0.0 0.0 0.0
C -4.26009 0.50421 -2.21641 0.0 0.0 0.0
H 1.15353 1.78400 4.19725 0.0 0.0 0.0
H 3.30612 2.97580 4.58250 0.0 0.0 0.0
H 4.72122 3.62920 2.66784 0.0 0.0 0.0
H 4.08924 3.00768 0.36398 0.0 0.0 0.0
H 0.50950 3.95873 -0.49141 0.0 0.0 0.0
H 0.63416 6.02668 -1.81491 0.0 0.0 0.0
H 2.08071 6.13123 -3.82079 0.0 0.0 0.0
H 3.39396 4.15521 -4.50670 0.0 0.0 0.0
H 3.28679 2.08095 -3.19888 0.0 0.0 0.0
H 4.31364 0.33914 0.57347 0.0 0.0 0.0
H 5.98385 -1.23880 -0.29862 0.0 0.0 0.0
H 5.71163 -2.23407 -2.54308 0.0 0.0 0.0
H 3.72011 -1.69719 -3.90935 0.0 0.0 0.0
H 2.02310 -0.12744 -3.04823 0.0 0.0 0.0
H -0.49658 3.55531 3.24232 0.0 0.0 0.0
H -1.99972 5.47787 2.91094 0.0 0.0 0.0
H -3.48925 5.57572 0.94147 0.0 0.0 0.0
H -3.48699 3.75853 -0.71925 0.0 0.0 0.0
H -0.57406 -0.20615 -2.86157 0.0 -0.1 0.0
H 0.23388 0.28878 -5.13644 0.0 0.0 0.0
H -0.13779 2.52818 -6.11191 0.0 0.0 0.0
H -1.31840 4.27101 -4.82288 0.0 -0.1 0.0
H -2.12273 3.80485 -2.54849 0.0 0.0 0.0
H -3.78936 0.51142 1.16537 0.0 0.0 0.0
H -6.13457 -0.22996 1.09378 0.0 0.0 0.0
H -7.29201 -0.47903 -1.07713 0.0 0.0 0.0
H -6.09512 -0.02601 -3.18817 0.0 0.0 0.0
H -3.74131 0.71117 -3.14424 0.0 0.0 0.0
C -0.54548 -5.76442 -2.68405 0.0 0.0 0.0
C -0.92883 -5.35231 -1.27159 0.1 0.0 0.0
N -0.14153 -4.18770 -0.78380 0.2 -0.3 0.0
C 1.20624 -4.49079 -0.23984 0.0 0.0 -0.1
C 2.34934 -4.16297 -1.19308 0.0 0.0 0.0
C -0.58917 -2.96879 -0.86298 0.2 0.5 0.2
C -1.96636 -2.68560 -1.37933 0.1 0.0 -0.1
N 0.16038 -1.90535 -0.45545 -0.2 -1.2 -0.2
H -1.23236 -6.53684 -3.02756 0.0 0.0 0.0
H 0.46204 -6.17784 -2.72509 0.0 0.0 0.0
H -0.60670 -4.92324 -3.37793 0.0 0.0 0.0
H -0.73953 -6.16038 -0.56960 0.0 0.0 0.0
H -1.98528 -5.12074 -1.20377 -0.1 0.1 0.0
H 1.20712 -5.55233 -0.01175 0.0 0.0 0.0
H 1.31286 -3.97958 0.71825 0.0 0.0 0.1
H 2.24024 -4.70408 -2.13327 0.0 0.0 0.0
H 3.29042 -4.47013 -0.73543 0.0 0.0 0.0
H 2.42135 -3.09890 -1.42332 0.0 0.0 0.0
H -2.07868 -3.03242 -2.40752 0.0 0.0 0.0
H -2.18503 -1.62108 -1.34877 0.0 0.0 0.0
H -2.71397 -3.19006 -0.76856 0.0 0.0 0.0
H 1.07440 -2.17915 -0.09787 0.1 -0.1 0.0
```
Forces are in eV/Å.

Summary:
Kohn-Sham gap (alpha / beta) = 0.243 / 0.263 Ha
charge = +3
ΔE to the lowest compared entry with this formula, charge and spin = 18.9 kJ/mol
highest occupied orbital energy (alpha / beta) = -16.61 / -16.58 eV
spin multiplicity = 3

Atom-resolved charges from Löwdin, all expressed in e: 0.5834, -0.3565, 0.8430, -0.3623, -0.0348, -0.0023, -0.0030, -0.0468, -0.3432, 1.0508, -0.3425, -0.0944, -0.0495, -0.0355, -0.0394, -0.0588, -0.3622, -0.0551, -0.0330, -0.0352, -0.0580, -0.1219, -0.3503, -0.0188, -0.0014, 0.0001, -0.0452, -0.3401, 1.0255, -0.3835, -0.1377, -0.0509, -0.0262, -0.0287, -0.0563, -0.3679, -0.0773, -0.0392, -0.0285, -0.0387, -0.0679, 0.1365, 0.1342, 0.1325, 0.1348, 0.0999, 0.1213, 0.1249, 0.1239, 0.1053, 0.1075, 0.1258, 0.1278, 0.1248, 0.0922, 0.1271, 0.1342, 0.1333, 0.1250, 0.0835, 0.1214, 0.1274, 0.1286, 0.1084, 0.1150, 0.1241, 0.1262, 0.1236, 0.1105, -0.0427, -0.1558, -0.0255, -0.1505, -0.0413, -0.3333, 0.0353, -0.0148, 0.0975, 0.0800, 0.0823, 0.1334, 0.1126, 0.1331, 0.1304, 0.0846, 0.1005, 0.0442, 0.1138, 0.0433, 0.1150, 0.0687


Number 1: M 615.23 g/mol. Number 2: M 735.77 g/mol.